(1)
{"formula": "C4H8N2O2", "method": "ωB97M-V/def2-TZVPD", "species": ["C", "C", "C", "C", "N", "O", "N", "O", "H", "H", "H", "H", "H", "H", "H", "H"], "coordinates": [[2.3827, -1.4361, 0.2998], [0.1014, 1.9466, -0.1154], [-2.0008, 0.3775, -0.0767], [-0.4197, 0.5427, -0.0827], [-2.4518, -0.8899, -0.2877], [1.6617, -0.2543, -0.0047], [0.2321, -0.5676, -0.0548], [-2.7216, 1.3429, 0.0835], [-3.4423, -1.0800, -0.2365], [-1.7893, -1.6563, -0.2947], [3.4504, -1.1963, 0.3258], [2.0871, -1.8275, 1.2799], [2.2137, -2.1970, -0.4698], [0.3335, 2.2625, 0.9047], [1.0044, 2.0084, -0.7273], [-0.6415, 2.6244, -0.5434]], "lowdin_charge": [-0.11, -0.02, -0.47, -0.22, 0.15, -0.20, 0.12, 0.05, 0.11, 0.09, 0.09, 0.08, 0.08, 0.10, 0.08, 0.08], "max_force_ev_per_a": 2.29, "charge": 0, "lumo_energy_ev": 0.83, "orbital_gap_ev": 10.69, "de_lowest_kj_mol": 245.8, "energy_ev": -11351.566, "e_homo_ev": -9.86}

---

(2)
{"formula": "C4H8N2O2", "method": "ωB97M-V/def2-TZVPD", "species": ["C", "C", "O", "H", "H", "H", "H", "C", "N", "C", "N", "O", "H", "H", "H", "H"], "coordinates": [[1.6646, 0.4972, 1.0509], [0.4785, -0.3849, 0.7556], [0.7317, -1.3796, -0.0855], [-0.1624, -0.6208, 1.6129], [1.3459, 1.4083, 1.5534], [2.1882, 0.7478, 0.1297], [2.3505, -0.0554, 1.6999], [-0.7330, 0.8898, -0.0374], [-0.2410, 1.2709, -1.2498], [-1.6715, -1.6773, -0.7468], [-2.0256, -0.5563, -0.5607], [-1.1864, 1.6419, 0.7855], [0.0044, 0.5636, -1.9209], [-0.4645, 2.1970, -1.5815], [-2.1097, -2.5611, -1.1899], [-0.1697, -1.9812, -0.2155]], "lowdin_charge": [-0.05, -0.35, -0.06, 0.13, 0.09, 0.08, 0.08, -0.59, 0.14, -0.03, 0.16, 0.02, 0.09, 0.11, 0.10, 0.09], "max_force_ev_per_a": 3.52, "charge": 0, "lumo_energy_ev": [-0.73, -0.72], "orbital_gap_ev": [7.27, 7.27], "de_lowest_kj_mol": 468.3, "energy_ev": -11349.260, "e_homo_ev": [-8.00, -8.00]}

---

(3)
{"formula": "C4H8N2O2", "method": "ωB97M-V/def2-TZVPD", "species": ["C", "C", "C", "C", "O", "O", "N", "N", "H", "H", "H", "H", "H", "H", "H", "H"], "coordinates": [[2.3355, 0.3671, -0.5243], [-2.3123, -0.8262, -0.3809], [-0.0155, 0.0204, 0.4161], [-1.4326, 0.2991, 0.0220], [0.2535, -1.2278, 0.9070], [-1.7899, 1.4648, 0.1853], [0.6204, 1.1487, 1.0333], [0.9789, 0.8456, -0.3265], [1.2108, -1.4027, 0.9956], [-0.2252, 1.9054, 1.0016], [2.7768, 1.0286, -1.2850], [2.3455, -0.6544, -0.8670], [2.9495, 0.4354, 0.3780], [-3.3209, -0.7247, 0.0263], [-2.3859, -0.8372, -1.4835], [-1.9887, -1.8421, -0.0982]], "lowdin_charge": [-0.09, 0.01, -0.51, -0.32, 0.06, 0.08, 0.08, -0.08, 0.11, 0.15, 0.08, 0.07, 0.08, 0.09, 0.11, 0.09], "max_force_ev_per_a": 3.23, "charge": 0, "lumo_energy_ev": 0.64, "orbital_gap_ev": 9.62, "de_lowest_kj_mol": 371.5, "energy_ev": -11350.263, "e_homo_ev": -8.97}

---

(4)
{"formula": "C4H8N2O2", "method": "ωB97M-V/def2-TZVPD", "species": ["C", "C", "C", "C", "O", "O", "N", "N", "H", "H", "H", "H", "H", "H", "H", "H"], "coordinates": [[0.2416, -0.9808, 1.5571], [0.8300, 1.4803, -1.1675], [-1.0725, -0.7519, -0.2251], [-0.2916, 1.4941, -0.1457], [1.0272, -1.9118, 0.9804], [0.7284, 0.1519, 1.8358], [-1.2023, 0.4831, -0.1653], [-1.2414, -1.9334, -0.5785], [0.4490, -2.5249, 0.4843], [0.3278, 1.0443, 0.9937], [-0.6264, -1.3507, 2.1166], [-1.7554, -2.0853, -1.4400], [-0.7635, 2.4616, 0.0184], [1.3737, 0.5351, -1.1190], [0.4427, 1.6010, -2.1831], [1.5326, 2.2875, -0.9621]], "lowdin_charge": [-0.37, -0.08, -0.31, -0.28, 0.05, 0.01, 0.10, 0.11, 0.09, 0.12, 0.16, 0.08, 0.11, 0.07, 0.07, 0.07], "max_force_ev_per_a": 2.17, "charge": 0, "lumo_energy_ev": 0.18, "orbital_gap_ev": 9.17, "de_lowest_kj_mol": 384.4, "energy_ev": -11350.128, "e_homo_ev": -8.99}